C28H28BLiN5O3P | ωB97M-V/def2-TZVPD

Positions of all 67 atoms, in Å:
Li  0.78  -0.22  -2.77
N  2.58  1.44  -3.11
C  2.95  2.14  -1.88
C  1.81  3.06  -1.37
C  0.47  2.18  -1.38
O  -0.62  2.83  -1.29
O  0.61  0.90  -1.32
H  3.48  1.31  -3.61
H  1.97  1.97  -3.67
H  3.86  2.67  -2.10
H  3.17  1.45  -1.02
H  1.60  3.91  -2.00
H  1.92  3.41  -0.33
O  -2.84  1.46  -0.84
C  -2.06  1.75  0.00
C  -1.61  2.07  1.31
C  -1.88  3.38  1.82
C  -1.31  3.79  3.04
C  -0.62  2.85  3.81
C  -0.32  1.61  3.31
C  -0.76  1.16  2.07
P  -0.01  -0.45  1.56
C  1.68  -0.31  2.26
C  2.30  -1.32  3.00
C  3.53  -1.12  3.63
C  4.10  0.12  3.61
C  3.52  1.16  2.86
C  2.40  0.88  2.09
C  -0.75  -1.62  2.71
C  -0.82  -1.50  4.10
C  -1.54  -2.37  4.88
C  -2.10  -3.51  4.26
C  -2.15  -3.59  2.85
C  -1.55  -2.61  2.11
H  -2.47  4.05  1.20
H  -1.30  4.88  3.27
H  -0.37  3.01  4.86
H  0.35  0.95  3.89
H  1.91  -2.32  2.98
H  3.98  -1.96  4.11
H  5.04  0.31  4.12
H  3.91  2.18  2.75
H  1.97  1.64  1.42
H  -0.25  -0.74  4.62
H  -1.72  -2.19  5.91
H  -2.50  -4.29  4.89
H  -2.74  -4.34  2.37
H  -1.66  -2.66  1.07
B  -0.96  -1.86  -5.21
N  -0.55  -2.67  -3.94
C  -1.21  -3.70  -3.42
C  -0.71  -3.95  -2.16
C  0.37  -3.03  -2.02
N  0.47  -2.25  -3.10
N  -1.77  -0.58  -4.82
C  -2.79  0.02  -5.43
C  -3.01  1.26  -4.97
C  -2.05  1.37  -3.90
N  -1.27  0.31  -3.81
H  -0.02  -1.54  -5.94
H  -1.70  -2.63  -5.86
H  -1.95  -4.20  -4.04
H  -0.97  -4.75  -1.47
H  1.12  -3.00  -1.22
H  -3.30  -0.51  -6.22
H  -3.70  2.05  -5.28
H  -1.96  2.24  -3.25

For the energy above the lowest of the compared OMol25 structures with the same formula, charge and spin, the calculation gives 1.0821 eV. The calculation puts the LUMO energy (spin up / spin down) at 4.2 / 4.2 eV. Its calculated total energy is -1957.00472 Eh. The value obtained for the frontier orbital gap (spin up / spin down) is 2.54 / 2.34 eV. Its net charge is -2.

Which charges does Mulliken predict for the atoms? In e, they are:
1. Li 0.97
2. N -0.44
3. C -0.42
4. C -0.99
5. C 0.89
6. O -0.82
7. O -0.52
8. H 0.23
9. H 0.20
10. H 0.46
11. H 0.13
12. H 0.37
13. H 0.30
14. O -0.59
15. C 0.55
16. C 0.07
17. C -0.99
18. C -0.44
19. C -1.14
20. C -0.29
21. C 0.70
22. P 0.59
23. C -0.11
24. C -0.19
25. C -0.58
26. C -0.46
27. C -0.73
28. C -0.43
29. C 0.24
30. C 0.16
31. C -0.81
32. C -0.42
33. C -0.54
34. C -0.71
35. H 0.36
36. H 0.26
37. H 0.28
38. H 0.02
39. H 0.42
40. H 0.42
41. H 0.32
42. H 0.36
43. H 0.49
44. H 0.21
45. H 0.45
46. H 0.33
47. H 0.40
48. H 0.51
49. B 0.10
50. N 0.25
51. C -0.19
52. C -0.85
53. C -0.04
54. N -0.77
55. N -0.30
56. C -0.26
57. C -1.12
58. C -0.12
59. N 0.27
60. H -0.20
61. H -0.20
62. H 0.40
63. H 0.40
64. H 0.43
65. H 0.39
66. H 0.32
67. H 0.40

***

C28H28BLiN5O3P | ωB97M-V/def2-TZVPD

Positions of all 67 atoms, in Å:
Li  2.40  2.50  0.23
N  0.07  0.81  4.44
C  1.14  1.77  4.82
C  2.42  1.64  4.08
C  2.25  2.06  2.61
O  2.53  3.23  2.27
O  1.80  1.24  1.73
H  0.30  -0.06  4.85
H  0.05  0.75  3.40
H  1.27  1.83  5.92
H  0.70  2.75  4.50
H  2.91  0.63  4.25
H  3.18  2.39  4.40
O  1.55  -2.07  3.34
C  0.52  -2.01  2.82
C  -0.82  -2.19  2.52
C  -1.77  -2.54  3.54
C  -3.03  -3.07  3.19
C  -3.34  -3.23  1.87
C  -2.47  -2.88  0.84
C  -1.24  -2.26  1.11
P  -0.12  -1.64  -0.13
C  -1.25  -0.77  -1.26
C  -1.03  -0.74  -2.63
C  -1.78  0.12  -3.44
C  -2.82  0.93  -2.87
C  -3.09  0.79  -1.54
C  -2.44  -0.17  -0.76
C  0.36  -3.08  -1.06
C  1.68  -3.52  -0.98
C  2.07  -4.65  -1.72
C  1.16  -5.23  -2.60
C  -0.19  -4.79  -2.66
C  -0.60  -3.75  -1.84
H  -1.53  -2.24  4.55
H  -3.72  -3.43  4.00
H  -4.31  -3.61  1.60
H  -2.83  -3.09  -0.18
H  -0.15  -1.30  -3.05
H  -1.68  0.08  -4.56
H  -3.42  1.60  -3.47
H  -3.78  1.45  -1.06
H  -2.94  -0.32  0.17
H  2.34  -3.12  -0.26
H  3.03  -5.09  -1.51
H  1.43  -6.05  -3.25
H  -0.87  -5.33  -3.33
H  -1.59  -3.42  -1.86
B  0.54  3.91  -2.31
N  1.73  2.96  -2.64
C  2.34  3.08  -3.89
C  3.65  2.43  -3.73
C  3.73  1.99  -2.38
N  2.58  2.40  -1.71
N  -0.18  3.70  -0.98
C  -1.55  3.81  -0.60
C  -1.67  3.30  0.71
C  -0.35  2.93  1.09
N  0.50  3.11  0.04
H  -0.21  3.69  -3.21
H  0.99  5.01  -2.34
H  1.77  3.34  -4.74
H  4.38  2.27  -4.49
H  4.42  1.38  -1.88
H  -2.36  4.23  -1.19
H  -2.59  3.10  1.23
H  -0.02  2.44  1.99

For the energy above the lowest of the compared OMol25 structures with the same formula, charge and spin, the calculation gives 0.9497 eV. The calculation puts the LUMO energy at 4.3 eV. Its calculated total energy is -1957.00959 Eh. The value obtained for the frontier orbital gap is 3.45 eV. Its net charge is -2.

Which charges does Mulliken predict for the atoms? In e, they are:
1. Li 1.18
2. N -0.50
3. C -0.84
4. C -0.40
5. C 0.62
6. O -0.81
7. O -0.72
8. H 0.22
9. H 0.18
10. H 0.43
11. H 0.30
12. H 0.24
13. H 0.34
14. O -0.54
15. C -0.03
16. C 0.83
17. C -0.98
18. C -0.51
19. C -0.84
20. C 0.27
21. C 0.25
22. P 0.64
23. C 0.38
24. C -0.37
25. C -0.59
26. C -0.49
27. C -0.55
28. C -0.61
29. C 0.19
30. C -0.58
31. C -0.49
32. C -0.44
33. C -0.79
34. C -0.27
35. H 0.24
36. H 0.25
37. H 0.34
38. H 0.05
39. H 0.32
40. H 0.26
41. H 0.36
42. H 0.42
43. H 0.30
44. H 0.50
45. H 0.37
46. H 0.34
47. H 0.36
48. H 0.34
49. B 0.16
50. N 0.42
51. C -0.48
52. C -0.74
53. C -0.43
54. N -0.58
55. N 0.11
56. C -0.44
57. C -0.75
58. C -0.20
59. N -0.06
60. H -0.21
61. H -0.21
62. H 0.44
63. H 0.38
64. H 0.49
65. H 0.44
66. H 0.42
67. H 0.06

***

C28H28Br2F6N8O5S2Ti | ωB97M-V/def2-TZVPD

Positions of all 80 atoms, in Å:
Ti  -0.81  -0.64  0.00
C  2.03  -1.51  -0.92
C  1.17  -2.53  -1.69
N  -0.22  -2.59  -1.17
C  -0.55  -3.81  -0.40
C  -1.36  -3.50  0.86
N  -0.85  -2.31  1.55
C  0.42  -2.44  2.28
C  1.63  -2.26  1.37
N  1.41  -1.19  0.37
H  2.11  -0.58  -1.49
H  3.04  -1.90  -0.79
H  1.62  -3.52  -1.65
H  1.14  -2.24  -2.74
H  -0.86  -2.52  -1.95
H  0.38  -4.31  -0.13
H  -1.11  -4.51  -1.01
H  -1.35  -4.38  1.52
H  -2.40  -3.30  0.60
H  -1.53  -1.94  2.21
H  0.49  -3.41  2.78
H  0.41  -1.68  3.05
H  1.84  -3.18  0.82
H  2.52  -2.06  1.97
H  1.77  -0.31  0.72
Br  5.92  -1.67  -2.18
C  5.27  0.11  -2.11
C  5.13  0.82  -3.29
C  4.68  2.13  -3.22
C  4.33  2.70  -2.01
C  4.50  1.98  -0.83
C  4.98  0.67  -0.88
N  3.96  4.09  -2.00
N  2.94  4.50  -1.44
C  2.02  3.58  -0.82
C  1.76  3.76  0.53
C  0.96  2.86  1.23
C  0.39  1.79  0.55
O  -0.37  0.87  1.15
C  0.58  1.66  -0.85
N  -0.10  0.60  -1.44
C  -0.07  0.54  -2.81
C  0.65  1.43  -3.57
C  1.39  2.45  -2.99
C  1.36  2.58  -1.57
H  5.39  0.38  -4.24
H  4.59  2.73  -4.12
H  4.26  2.43  0.13
H  5.13  0.11  0.03
H  2.22  4.60  1.03
H  0.77  2.98  2.28
H  -0.66  -0.25  -3.26
H  0.62  1.33  -4.65
H  1.93  3.16  -3.60
F  -5.05  2.05  -0.51
C  -4.02  1.69  0.25
F  -2.90  1.83  -0.45
F  -3.98  2.47  1.32
S  -4.23  -0.07  0.80
O  -2.89  -0.52  1.13
O  -5.20  -0.01  1.85
N  -4.81  -0.83  -0.45
S  -3.85  -1.49  -1.50
O  -3.96  -2.92  -1.57
O  -2.49  -0.95  -1.48
C  -4.52  -0.85  -3.08
F  -4.48  0.48  -3.09
F  -5.76  -1.26  -3.25
F  -3.76  -1.31  -4.08
Br  -3.01  3.06  6.63
C  -2.46  1.66  5.49
C  -3.37  0.70  5.08
C  -2.91  -0.30  4.23
N  -1.66  -0.39  3.80
C  -0.81  0.55  4.21
C  -1.15  1.59  5.05
H  -4.41  0.74  5.38
H  -3.61  -1.05  3.87
H  0.20  0.49  3.81
H  -0.42  2.33  5.35

For the energy above the lowest of the compared OMol25 structures with the same formula, charge and spin, the calculation gives 0.0000 eV. The multiplicity is 3. The calculation puts the LUMO energy (spin up / spin down) at 0.0 / 0.0 eV. Its calculated total energy is -9291.17615 Eh. The value obtained for the frontier orbital gap (spin up / spin down) is 5.46 / 7.44 eV. Its net charge is 0.

Which charges does Mulliken predict for the atoms? In e, they are:
1. Ti 0.02
2. C 0.20
3. C -1.38
4. N -0.04
5. C -0.88
6. C -0.71
7. N 0.22
8. C -0.63
9. C -1.12
10. N 0.39
11. H -0.29
12. H 0.60
13. H 0.44
14. H 0.50
15. H 0.35
16. H 0.34
17. H 0.48
18. H 0.52
19. H 0.26
20. H 0.21
21. H 0.42
22. H 0.09
23. H 0.38
24. H 0.58
25. H 0.29
26. Br -0.17
27. C -0.06
28. C -0.60
29. C -0.33
30. C 0.25
31. C -0.09
32. C -0.39
33. N -0.42
34. N -0.57
35. C 0.17
36. C -0.48
37. C -1.01
38. C 0.06
39. O 0.44
40. C 0.19
41. N 0.91
42. C -0.51
43. C -1.45
44. C -0.65
45. C 0.62
46. H 0.44
47. H 0.41
48. H 0.48
49. H 0.48
50. H 0.44
51. H 0.47
52. H 0.51
53. H 0.43
54. H 0.66
55. F -0.23
56. C 0.61
57. F -0.18
58. F -0.23
59. S 1.30
60. O -1.11
61. O -0.66
62. N -0.74
63. S 1.16
64. O -0.76
65. O -0.40
66. C 0.62
67. F -0.19
68. F -0.20
69. F -0.20
70. Br -0.16
71. C 0.12
72. C -0.50
73. C -0.48
74. N -0.07
75. C -0.18
76. C -0.59
77. H 0.46
78. H 0.41
79. H 0.27
80. H 0.44

***

C28H28BrCrN2O4S | ωB97M-V/def2-TZVPD

Positions of all 65 atoms, in Å:
Cr  0.09  -0.14  0.80
Br  -2.18  6.85  -0.34
C  -1.30  5.19  -0.03
C  0.06  5.19  0.29
C  0.71  4.00  0.52
C  0.03  2.77  0.44
O  0.69  1.67  0.67
C  -1.35  2.79  0.11
C  -2.12  1.60  -0.05
N  -1.71  0.38  0.10
C  -2.57  -0.70  -0.22
C  -3.90  -0.61  -0.64
C  -4.56  -1.76  -1.03
C  -3.92  -2.99  -1.06
C  -2.57  -3.11  -0.69
C  -1.83  -4.31  -0.74
C  -0.48  -4.29  -0.39
C  0.11  -3.11  0.02
N  -0.57  -1.93  0.09
C  -1.90  -1.93  -0.26
C  -1.99  4.02  -0.12
H  0.60  6.13  0.36
H  1.76  3.98  0.76
H  -3.14  1.76  -0.38
H  -4.44  0.33  -0.63
H  -5.60  -1.70  -1.33
H  -4.45  -3.88  -1.38
H  -2.31  -5.22  -1.07
H  0.12  -5.19  -0.41
H  1.14  -3.10  0.31
H  -3.04  4.02  -0.38
O  -0.25  -0.36  2.26
C  6.22  -2.36  -2.95
C  4.81  -1.83  -2.81
C  3.74  -2.72  -2.63
C  2.45  -2.25  -2.50
C  2.21  -0.87  -2.56
C  3.25  0.02  -2.73
C  4.55  -0.47  -2.86
S  0.57  -0.23  -2.30
C  -0.18  -0.77  -3.84
O  0.69  1.26  -2.36
H  6.25  -3.44  -2.80
H  6.88  -1.89  -2.22
H  6.62  -2.14  -3.94
H  3.93  -3.78  -2.59
H  1.63  -2.93  -2.34
H  3.03  1.08  -2.75
H  5.37  0.23  -3.00
H  0.38  -0.35  -4.67
H  -1.21  -0.40  -3.82
H  -0.18  -1.86  -3.87
C  4.20  -1.45  1.84
C  4.49  -0.12  1.15
C  3.14  0.57  1.20
O  2.17  -0.51  1.08
C  2.82  -1.79  1.29
H  4.16  -1.33  2.92
H  4.93  -2.22  1.60
H  4.80  -0.28  0.11
H  5.26  0.47  1.65
H  2.95  1.27  0.39
H  2.97  1.07  2.15
H  2.89  -2.30  0.33
H  2.21  -2.37  1.97

For the energy above the lowest of the compared OMol25 structures with the same formula, charge and spin, the calculation gives 0.3815 eV. The multiplicity is 2. The calculation puts the LUMO energy (spin up / spin down) at -0.3 / -0.3 eV. Its calculated total energy is -5510.89993 Eh. The value obtained for the frontier orbital gap (spin up / spin down) is 4.64 / 7.21 eV. Its net charge is 0.

Which charges does Mulliken predict for the atoms? In e, they are:
1. Cr 0.37
2. Br -0.22
3. C -0.21
4. C -0.50
5. C -0.84
6. C 0.11
7. O -0.06
8. C 0.48
9. C 0.16
10. N 0.75
11. C 0.66
12. C -1.34
13. C -0.90
14. C -0.90
15. C 0.66
16. C -1.08
17. C -0.97
18. C -0.66
19. N 0.82
20. C 0.38
21. C -0.79
22. H 0.42
23. H 0.44
24. H 0.10
25. H 0.34
26. H 0.38
27. H 0.40
28. H 0.40
29. H 0.47
30. H 0.49
31. H 0.50
32. O -0.51
33. C -1.52
34. C 1.09
35. C -0.85
36. C -0.68
37. C -0.04
38. C -0.45
39. C -0.76
40. S 1.49
41. C -1.44
42. O -0.77
43. H 0.36
44. H 0.34
45. H 0.33
46. H 0.34
47. H 0.34
48. H 0.54
49. H 0.39
50. H 0.44
51. H 0.45
52. H 0.39
53. C -0.79
54. C -0.33
55. C -0.45
56. O 0.73
57. C -0.65
58. H 0.30
59. H 0.39
60. H -0.04
61. H 0.42
62. H 0.14
63. H 0.34
64. H 0.11
65. H 0.49